No. 1
{
  "formula": "C13H17Cl2N5NiS2",
  "method": "ωB97M-V/def2-TZVPD",
  "elements": ["Ni", "N", "C", "C", "N", "C", "C", "N", "H", "H", "H", "H", "H", "H", "H", "H", "H", "H", "H", "H", "H", "S", "C", "C", "C", "C", "N", "C", "C", "C", "S", "C", "N", "H", "H", "Cl", "C", "Cl", "H", "H"],
  "xyz": [[0.565817, 0.002790, 0.291827], [1.035842, 0.894514, -1.622208], [0.112712, 2.008437, -1.905115], [-0.225583, 2.729713, -0.607020], [-0.728071, 1.709383, 0.302413], [-1.100997, 2.069132, 1.668490], [-1.378692, 0.766092, 2.404816], [-0.171895, -0.069449, 2.320165], [1.996593, 1.217766, -1.630674], [0.960685, 0.148609, -2.304198], [-0.800914, 1.584843, -2.326918], [0.517882, 2.708527, -2.638116], [-0.939803, 3.539670, -0.788401], [0.674647, 3.173161, -0.174861], [-1.524575, 1.244591, -0.128141], [-1.972567, 2.729313, 1.709477], [-0.260879, 2.603811, 2.125471], [-2.177717, 0.230955, 1.890543], [-1.697758, 0.955348, 3.431423], [-0.346819, -1.040040, 2.557797], [0.535887, 0.269717, 2.963054], [1.769906, -1.951177, 0.419321], [0.385888, -3.001195, 0.739816], [0.598228, -4.202812, 1.412782], [-0.438353, -5.081914, 1.692853], [-0.152556, -6.301843, 2.411843], [0.079163, -7.264888, 2.994671], [-1.735012, -4.761016, 1.289258], [-1.958858, -3.571672, 0.608880], [-0.924707, -2.684185, 0.320754], [-1.257771, -1.198208, -0.567662], [-2.853250, -5.627953, 1.580715], [-3.748783, -6.307111, 1.821112], [1.602173, -4.455869, 1.727450], [-2.963977, -3.329609, 0.289243], [2.707453, 0.952691, 1.227279], [3.409778, 2.597345, 1.169147], [3.475891, 3.260847, -0.465483], [4.419245, 2.501738, 1.546338], [2.808720, 3.254621, 1.784539]],
  "forces_ev_per_a": [[-0.88, 0.00, -0.36], [0.25, 0.02, 0.02], [0.09, -0.03, -0.08], [0.01, -0.05, 0.07], [-0.15, 0.16, 0.05], [0.10, 0.06, -0.07], [0.05, -0.04, 0.02], [0.09, 0.06, 0.17], [0.04, 0.00, -0.04], [-0.10, -0.03, 0.02], [-0.01, -0.01, 0.01], [0.00, 0.01, 0.00], [-0.04, -0.01, -0.03], [-0.01, 0.00, 0.01], [-0.04, -0.01, 0.03], [-0.02, 0.02, -0.01], [-0.01, -0.03, 0.02], [-0.03, 0.00, 0.01], [0.02, 0.03, 0.02], [-0.09, -0.02, -0.06], [0.04, -0.08, 0.04], [-0.05, -0.26, 0.04], [0.23, 0.11, -0.05], [0.09, -0.05, 0.04], [0.27, -0.29, 0.20], [-0.15, 0.24, -0.13], [0.03, 0.01, -0.01], [-0.44, -0.09, -0.01], [-0.09, 0.00, -0.04], [0.01, 0.23, -0.15], [-0.06, -0.37, 0.09], [0.29, 0.13, -0.01], [-0.01, 0.03, -0.03], [-0.01, 0.01, 0.01], [0.01, 0.01, 0.01], [0.58, 0.34, 0.19], [-0.09, -0.16, 0.06], [0.03, -0.03, -0.03], [0.05, 0.08, 0.00], [-0.01, 0.01, 0.02]],
  "lowdin_charge": [-0.04, -0.03, -0.22, -0.20, -0.16, -0.19, -0.22, -0.03, 0.04, 0.09, 0.12, 0.12, 0.13, 0.08, 0.06, 0.12, 0.12, 0.10, 0.12, 0.09, 0.08, 0.56, -0.68, -0.07, -0.20, -0.18, 0.16, -0.20, -0.07, -0.67, 0.63, -0.18, 0.16, 0.11, 0.11, 0.62, -0.92, 0.57, 0.03, 0.03],
  "total_charge": 0,
  "relative_energy_kcal_mol": 5.59,
  "spin_multiplicity": 3,
  "max_force_ha_per_bohr": 0.018,
  "mol_weight_g_mol": 437.05,
  "homo_ev": [-7.27, -7.23]
}

No. 2
{
  "formula": "C15H39FN6O5P2",
  "method": "ωB97M-V/def2-TZVPD",
  "elements": ["C", "C", "O", "C", "O", "O", "F", "H", "H", "H", "O", "P", "N", "C", "C", "N", "C", "C", "N", "C", "C", "H", "H", "H", "H", "H", "H", "H", "H", "H", "H", "H", "H", "H", "H", "H", "H", "H", "H", "O", "P", "N", "C", "C", "N", "C", "C", "N", "C", "C", "H", "H", "H", "H", "H", "H", "H", "H", "H", "H", "H", "H", "H", "H", "H", "H", "H", "H"],
  "xyz": [[2.517242, 1.295148, -3.069939], [2.909444, -0.081394, -2.553136], [2.752773, -0.865405, -3.685390], [2.601344, -0.112190, -4.765360], [2.506986, -0.445667, -5.915336], [2.739526, 1.168146, -4.490374], [2.013797, -0.280283, -1.537156], [3.106101, 2.058578, -2.561502], [1.489753, 1.485888, -2.760148], [3.921696, -0.123309, -2.151047], [1.201814, -4.288607, 3.869083], [0.776329, -3.127907, 3.120303], [1.713719, -2.786004, 1.643175], [3.038500, -2.296109, 1.827871], [1.499643, -3.473676, 0.335091], [0.711998, -1.522400, 3.937049], [0.562367, -0.227972, 3.264840], [0.812424, -1.458145, 5.380741], [-0.822602, -3.275710, 2.615644], [-1.666798, -3.901000, 3.651930], [-1.499878, -2.572480, 1.527723], [3.935893, -2.914685, 1.840475], [3.204640, -1.963586, 2.852527], [3.179061, -1.435028, 1.174502], [0.534759, -3.206665, -0.095953], [1.667610, -4.550658, 0.337691], [2.044830, -3.063144, -0.514809], [-0.402433, -0.235302, 2.757686], [0.653368, 0.670896, 3.874630], [1.304056, -0.078140, 2.480259], [0.758986, -2.421291, 5.888261], [1.771557, -0.968058, 5.548020], [-0.092571, -0.927129, 5.675886], [-2.730956, -3.819157, 3.430659], [-1.492872, -4.976528, 3.684963], [-1.425576, -3.519381, 4.644031], [-2.253057, -1.876435, 1.896964], [-1.800355, -3.219311, 0.703451], [-0.704806, -1.972965, 1.084407], [-3.681574, 2.867957, -1.937536], [-2.251440, 2.495817, -1.686726], [-1.143923, 3.777356, -1.612097], [-1.584890, 5.137691, -1.643733], [0.279104, 3.500386, -1.749606], [-1.545850, 1.345536, -2.830869], [-1.929402, -0.122266, -2.676071], [-1.174107, 1.622900, -4.247656], [-1.977065, 1.752995, -0.172207], [-0.894350, 0.737593, 0.132627], [-2.599068, 2.398127, 1.000287], [-0.872507, 5.635318, -2.301757], [-1.447080, 5.523209, -0.633540], [-2.579100, 5.230261, -2.080848], [0.923986, 4.231713, -1.262387], [0.602285, 3.465370, -2.790009], [0.429531, 2.532517, -1.271391], [-2.389981, -0.275871, -1.700179], [-2.724210, -0.375615, -3.377633], [-1.100199, -0.792740, -2.901865], [-0.096010, 1.651032, -4.405790], [-1.738445, 0.980023, -4.923184], [-1.522475, 2.651057, -4.345719], [-1.051366, 0.216668, 1.077122], [-0.603715, 0.073754, -0.681588], [0.041561, 1.296235, 0.142679], [-2.166301, 3.391107, 1.121916], [-2.565968, 1.868923, 1.952626], [-3.675753, 2.490013, 0.857423]],
  "forces_ev_per_a": [[0.98, 0.23, 0.31], [-0.11, 2.30, -0.30], [-0.35, -2.13, 1.40], [0.52, 0.28, -4.06], [-0.23, -0.93, 1.55], [-0.65, 2.09, 2.22], [-0.12, -1.47, 0.32], [0.29, 0.22, -0.72], [-0.20, -0.21, -0.73], [-0.10, -0.55, 0.03], [0.18, 0.25, 1.49], [0.88, 1.24, -4.97], [-1.99, -0.99, 1.21], [1.18, 1.41, 1.25], [-0.96, 0.32, -0.07], [0.80, -1.19, -0.67], [0.05, -0.37, -0.89], [-0.88, -0.39, -0.24], [-0.21, 0.16, 0.93], [-0.14, -0.89, -0.07], [1.79, 0.76, -0.10], [-0.41, -1.04, -1.08], [-0.60, 0.67, 0.33], [0.35, -0.01, -0.07], [-0.58, -0.60, 0.61], [-0.12, 0.06, 0.23], [1.13, 0.37, 0.72], [-0.10, 0.14, 0.14], [-0.22, -0.56, 0.70], [0.12, -0.50, -0.15], [0.39, -0.17, -0.43], [-0.18, 0.31, 0.63], [0.43, 0.64, 0.58], [0.16, 0.57, -0.07], [0.28, -0.02, -0.02], [-0.25, 0.10, 0.00], [-0.33, -0.38, -0.05], [-0.53, -0.28, 0.44], [-0.19, 0.28, -0.20], [2.00, -0.04, 0.68], [0.52, -0.97, -0.97], [-0.86, -1.65, -0.88], [0.88, 0.35, -0.45], [-0.55, -0.28, 0.30], [-0.30, -1.59, 1.47], [-0.68, 1.67, -0.15], [-0.93, 1.69, 1.78], [-0.03, -2.58, 0.27], [0.21, 2.16, -1.03], [-0.37, 0.32, -0.80], [-0.21, 0.61, -0.07], [-0.57, 0.62, -0.07], [-0.02, 0.07, 0.47], [-0.30, 0.19, 0.30], [-0.03, -0.08, -0.22], [0.46, 0.09, -0.24], [0.38, -0.18, 0.02], [-0.05, 0.12, -0.27], [0.24, 0.12, 0.33], [-0.01, -0.51, -0.15], [0.29, 0.04, -0.02], [0.09, 0.12, -0.87], [-0.32, 0.20, -0.39], [-1.01, -0.34, 0.00], [0.40, 0.11, 1.05], [-0.07, 0.17, 0.33], [0.75, -0.46, -0.22], [0.00, 0.30, -0.39]],
  "lowdin_charge": [-0.05, -0.30, 0.17, -0.59, 0.18, 0.10, 0.04, 0.15, 0.09, 0.18, -0.20, 0.64, -0.28, -0.16, -0.07, -0.15, -0.04, -0.04, -0.22, -0.07, -0.07, 0.10, 0.07, 0.08, 0.06, 0.09, 0.08, 0.07, 0.11, 0.09, 0.10, 0.12, 0.11, 0.10, 0.10, 0.08, 0.10, 0.11, 0.04, -0.29, 0.62, -0.32, -0.11, -0.11, -0.28, -0.12, -0.08, -0.28, -0.10, -0.11, 0.08, 0.08, 0.08, 0.10, 0.08, 0.04, 0.06, 0.08, 0.08, 0.06, 0.09, 0.08, 0.03, 0.05, 0.06, 0.07, 0.07, 0.08],
  "total_charge": 1,
  "spin_multiplicity": 2,
  "max_force_ha_per_bohr": 0.101,
  "mol_weight_g_mol": 464.46,
  "homo_ev": [-10.56, -10.56]
}